16
Properties=species:S:1:pos:R:3 method="wB97M-V/def2-TZVPD" gap_ev="6.17 / 7.05" homo_energy_ev="-7.3 / -7.8" relative_energy_kcal_mol=80.3
I -3.45 -0.24 -0.34
S 1.43 -1.11 -0.79
O -1.19 1.14 1.13
C -1.68 1.08 -0.13
C 0.85 1.48 -0.17
C -0.49 -1.98 1.03
C 1.49 0.64 -1.29
C 0.11 -0.85 0.32
C -0.28 0.55 0.30
H 0.30 -2.83 1.03
H 0.26 2.44 -0.58
H 2.41 1.00 -1.64
H 0.77 0.75 -2.09
H -0.62 -1.53 2.01
H 1.63 1.68 0.61
H -1.56 -2.21 0.59

=====

100
Properties=species:S:1:pos:R:3 method="wB97M-V/def2-TZVPD" spin_multiplicity=2 total_charge=-1 gap_ev="6.42 / 4.46" homo_energy_ev="-4.1 / -4.1"
Te -4.55 3.14 0.52
Cu -0.90 0.54 -1.03
P 1.11 1.42 2.21
Si -0.92 -1.32 -3.47
N 1.55 -2.57 -4.35
C 4.76 1.36 0.39
C 0.06 0.00 -2.65
C 2.42 -3.56 -3.80
C 3.43 1.45 0.74
C 3.42 -0.87 -4.41
C -3.54 -2.27 -2.25
C 5.28 0.90 2.73
C 5.68 1.10 1.42
C -2.12 -2.35 -2.32
C -4.14 -0.91 -6.01
C -1.30 -1.71 1.49
C -3.50 2.85 3.36
C -2.31 -4.26 -0.84
C -0.29 1.08 4.69
C -3.03 1.22 -6.10
C 0.76 3.20 6.00
C -3.96 4.34 5.24
C -4.16 0.43 -6.43
C 2.13 -1.39 -5.04
C -3.72 -4.24 -0.92
C -3.07 -1.42 -5.35
C 3.87 -3.46 -4.29
C -0.68 1.28 6.02
C 2.96 1.27 2.06
C -2.06 -0.60 -4.83
C 0.14 -2.78 -4.30
C 0.83 -2.71 2.12
C 0.62 1.87 4.02
C -4.07 3.76 2.46
C -4.52 5.20 4.34
C -1.50 -3.26 -1.41
C -3.46 3.12 4.72
C -0.74 -0.40 1.46
C 4.46 -2.00 -4.33
C 1.40 -1.45 2.26
C 0.61 -0.29 2.06
C 3.90 0.91 3.03
C 1.12 3.03 4.66
C -2.02 0.74 -5.26
C 3.52 0.66 4.45
C 2.10 3.98 4.06
C -4.51 5.00 2.97
C -0.55 -2.80 1.77
C -0.12 2.39 6.66
C -1.47 0.69 0.78
C -4.34 -3.16 -1.54
H -2.98 2.24 -6.44
H 3.93 -3.94 -5.31
H 3.81 -0.04 -5.06
H -2.31 -1.87 1.10
H -0.43 -3.27 -1.20
H -5.42 -2.96 -1.52
H -0.37 2.72 7.64
H 5.98 0.79 3.53
H 5.19 1.44 -0.61
H -1.17 1.39 -5.02
H -2.95 2.49 5.39
H 1.45 -3.56 1.97
H 6.76 1.12 1.22
H 2.21 3.90 2.96
H -2.50 0.33 0.72
H 3.30 1.60 4.95
H -1.88 -4.96 -0.10
H -4.91 6.20 4.67
H 2.27 -1.73 -6.06
H 2.40 -3.52 -2.71
H -0.34 -3.12 -5.30
H 3.25 -0.45 -3.34
H -4.87 -1.60 -6.42
H -4.79 5.81 2.24
H 0.86 -0.38 -2.03
H 2.67 1.51 0.01
H -5.03 0.83 -6.86
H 4.38 0.12 4.91
H -0.75 0.27 4.11
H 4.49 -4.15 -3.71
H 2.58 0.04 4.50
H -4.29 -4.98 -0.30
H 5.14 -1.84 -3.49
H 1.90 5.03 4.29
H 0.01 -3.68 -3.62
H -3.82 4.61 6.30
H -3.06 -2.47 -5.15
H 0.36 0.86 -3.21
H -0.98 -3.82 1.83
H -1.26 0.46 6.54
H -3.04 1.94 3.02
H 5.08 -1.98 -5.27
H 2.01 -4.58 -3.92
H 3.06 3.71 4.46
H 1.36 -0.61 -4.99
H -4.04 -1.45 -2.74
H -1.40 1.66 1.27
H 2.42 -1.30 2.48
H 1.14 4.09 6.50

=====

94
Properties=species:S:1:pos:R:3 method="wB97M-V/def2-TZVPD" smiles="N=[PH2]B1OB(I)OB([PH2]=O)O1.C[C@@H]1COC(=O)O1.C[C@@H]1COC(=O)O1.C[C@@H]1COC(=O)O1.C[C@@H]1COC(=O)O1.C[C@@H]1COC(=O)O1.C[C@@H]1COC(=O)O1" gap_ev=8.53 homo_energy_ev=-8.6
I -2.25 -1.69 4.25
P -4.49 1.90 0.54
P 0.62 1.31 0.60
O -1.80 -3.53 -8.16
O 5.60 2.43 6.38
O 3.24 3.95 2.70
O -2.44 -5.80 3.24
O 1.08 6.82 2.26
O -1.02 -0.88 1.57
O -4.24 -6.99 2.69
O -4.42 2.68 -0.72
O -0.04 6.01 0.48
O -2.00 -4.20 -3.48
O 5.06 0.53 7.47
O 4.15 5.56 1.48
O 1.71 7.34 0.16
O -0.66 -4.18 -1.72
O 0.33 -3.39 -8.87
O 3.46 1.97 6.91
O -2.10 0.41 -0.09
O -3.48 -7.04 4.82
O -1.34 -3.88 -10.31
O -3.38 -0.60 1.62
O 2.90 3.97 0.48
O -2.47 -5.52 -1.72
N 1.48 1.20 1.89
C -1.14 -3.05 -3.66
C -0.01 6.30 -0.92
C 3.39 4.44 1.47
C -1.78 -4.71 -2.26
C 2.79 0.78 7.35
C 4.79 1.71 6.87
C 3.59 4.67 4.98
C 0.01 -3.43 -2.75
C -0.81 -2.86 -5.12
C 4.15 4.64 3.59
C 3.81 -1.40 8.25
C 1.43 6.73 -1.12
C -0.82 -3.58 -9.10
C -2.70 -4.33 -10.12
C 3.87 0.10 8.17
C 1.69 7.71 -2.24
C 0.93 6.74 1.08
C 4.30 5.96 2.86
C -3.54 -4.02 -11.33
C -3.06 -3.59 -8.84
C -3.39 -6.65 3.70
C -2.05 -4.47 1.25
C -3.96 -6.14 1.57
C -2.50 -5.79 1.80
B -2.21 -1.00 2.26
B -3.24 0.40 0.68
B -0.95 0.15 0.65
H -0.70 7.12 -1.12
H -2.67 -5.40 -9.92
H 2.48 1.08 1.76
H 4.35 5.01 5.69
H 0.53 -2.59 -2.30
H -4.51 -4.50 -11.24
H -3.68 -2.95 -11.44
H 2.08 5.85 -1.20
H -4.15 -6.68 0.65
H 0.96 8.52 -2.23
H -3.39 -2.57 -9.05
H 3.92 0.54 9.17
H -1.68 -2.19 -3.26
H -4.18 2.59 1.73
H 1.90 1.05 7.91
H -1.71 -2.86 -5.72
H 5.27 6.44 2.99
H -1.08 -4.18 1.68
H -1.86 -6.60 1.44
H -0.30 -1.91 -5.26
H 3.64 -1.84 7.26
H -0.06 2.53 0.37
H -5.74 1.36 0.89
H -0.30 5.42 -1.48
H 1.16 1.08 -0.69
H 2.72 5.33 5.04
H -4.59 -5.26 1.64
H -0.16 -3.66 -5.49
H 0.72 -4.09 -3.25
H 2.52 0.19 6.47
H 3.29 3.67 5.26
H 5.10 4.08 3.56
H 3.49 6.64 3.10
H 1.64 7.19 -3.20
H 3.01 -1.71 8.92
H 2.69 8.14 -2.13
H -3.05 -4.40 -12.23
H 4.75 -1.80 8.64
H -2.76 -3.68 1.49
H -3.79 -4.10 -8.21
H -1.95 -4.54 0.18

=====

79
Properties=species:S:1:pos:R:3 method="wB97M-V/def2-TZVPD" spin_multiplicity=6 total_charge=+2 gap_ev="5.45 / 3.27" homo_energy_ev="-10.4 / -13.3" relative_energy_kcal_mol=18.5
Ir -0.23 -0.07 -0.22
Se -0.92 -1.83 -1.81
P -2.80 5.41 -4.10
P 0.24 5.10 -3.93
C -1.35 1.19 -1.48
C 2.40 -0.13 2.46
C 1.75 1.01 -0.59
C 0.47 -1.54 1.42
C -1.20 5.55 -5.02
C -0.06 -3.59 -2.07
C 0.95 -5.06 -3.74
C 0.81 6.83 -3.63
C -1.30 -0.06 1.75
C 1.63 2.48 -0.39
C -0.25 -4.72 -1.23
C 0.01 1.91 2.83
C 0.16 -5.99 -1.65
C 0.99 -0.36 2.05
C -2.69 0.45 1.92
C -0.90 2.08 -0.48
C -0.09 0.55 2.24
C 1.21 -2.81 1.19
C -3.11 7.23 -3.87
C -3.90 5.24 -5.58
C 1.42 4.71 -5.31
C 1.23 0.24 -1.66
C 0.70 0.87 -2.93
C -1.95 -2.51 1.16
C 0.22 3.06 -0.61
C 0.55 -3.78 -3.32
C -0.80 1.19 -2.89
C 0.73 -6.17 -2.93
C -0.97 -1.41 1.32
H -3.76 6.06 -6.29
H 0.92 -3.56 1.94
H 1.02 2.32 2.75
H 2.34 3.03 -1.04
H -1.61 -3.23 0.40
H -4.12 7.36 -3.47
H 1.47 5.53 -6.03
H 0.67 -2.91 -3.98
H -3.02 7.76 -4.83
H -1.34 0.43 -3.46
H 1.28 1.78 -3.14
H -3.69 4.28 -6.07
H 3.09 -0.71 1.83
H -2.40 7.64 -3.15
H 0.07 3.85 0.15
H -0.99 2.15 -3.37
H 1.75 6.81 -3.07
H 1.95 2.70 0.65
H -0.24 1.87 3.91
H 0.97 7.35 -4.59
H -2.93 -2.14 0.86
H -4.94 5.22 -5.23
H -2.70 1.54 2.01
H 0.07 7.38 -3.04
H 2.41 4.52 -4.89
H -3.32 0.14 1.08
H -3.13 0.03 2.84
H 2.67 0.94 2.39
H 0.99 -7.18 -3.27
H 1.42 -5.18 -4.72
H 2.55 -0.43 3.50
H 0.89 0.16 -3.74
H 0.98 -3.22 0.20
H 1.79 -0.68 -1.82
H -0.69 2.61 2.36
H 0.04 -6.84 -0.98
H -0.73 -4.62 -0.27
H -2.43 0.98 -1.43
H 2.29 -2.66 1.26
H 1.08 3.80 -5.82
H -1.67 2.38 0.24
H 0.18 3.57 -1.59
H -1.22 4.87 -5.88
H -1.06 6.59 -5.36
H 2.61 0.57 -0.08
H -2.05 -3.06 2.11

=====

20
Properties=species:S:1:pos:R:3 method="wB97M-V/def2-TZVPD" smiles="C[C@@H]1[NH2+]N=C(N)[C@H]1C" total_charge=+1 gap_ev=11.19 homo_energy_ev=-14.3 relative_energy_kcal_mol=59.1
N -0.39 1.15 1.18
N -1.08 1.47 0.00
N -1.02 0.91 -2.26
C -0.67 0.73 -0.97
C -0.76 -1.37 1.65
C 0.18 -0.30 1.09
C 1.73 -0.12 -1.02
C 0.33 -0.46 -0.44
H 0.03 -1.39 -1.02
H -1.58 -1.06 2.27
H -0.29 -2.06 2.27
H 0.45 1.63 1.31
H 0.97 -0.42 1.75
H -0.28 0.69 -2.92
H 1.61 0.13 -2.06
H -1.27 -1.97 0.96
H -1.54 1.77 -2.42
H -1.02 1.16 2.07
H 2.46 -1.05 -1.07
H 2.13 0.56 -0.38

=====

81
Properties=species:S:1:pos:R:3 method="wB97M-V/def2-TZVPD" spin_multiplicity=2 total_charge=+1 gap_ev="6.05 / 5.08" homo_energy_ev="-9.6 / -9.4" relative_energy_kcal_mol=27.4
I 3.27 0.91 -0.28
Ru 0.60 -0.30 1.40
Cl 3.49 1.76 2.88
Cl 2.20 -0.42 4.84
Cl 4.15 -1.38 2.38
S -0.14 1.33 2.89
S -3.03 1.77 3.67
P -0.08 1.48 -0.65
Si 2.53 -0.09 2.82
O -1.08 -1.25 4.21
N -2.35 0.03 1.97
N 0.54 -2.01 2.69
N 0.60 -4.16 3.38
N 0.49 -1.79 -0.21
N -1.42 -0.67 1.27
N 1.98 -3.55 1.60
C 2.81 0.53 -2.28
C -0.10 -3.83 -1.99
C 1.78 1.27 -2.92
C -0.41 3.12 0.07
C 3.71 -0.22 -2.98
C 0.74 1.97 -2.25
C -0.39 -3.55 4.24
C 1.01 2.24 -5.04
C -1.60 0.85 -1.49
C 0.13 3.03 -4.36
C 0.52 5.26 0.69
C -2.14 2.86 4.79
C -1.59 3.46 0.73
C -3.94 0.80 -2.08
C 0.65 4.03 0.07
C -1.37 -0.12 -2.46
C -3.70 -0.18 -3.03
C -2.40 -0.63 -3.23
C -1.79 -1.65 0.54
C -0.02 2.86 -2.97
C -2.90 1.32 -1.32
C 1.42 -2.26 -1.05
C -0.67 5.61 1.31
C 1.06 -3.24 2.53
C -1.72 4.71 1.33
C -0.76 -2.30 -0.28
C -1.08 -3.34 -1.14
C 2.78 0.54 -5.05
C -1.80 0.91 2.78
C 3.66 -0.26 -4.39
C 1.16 -3.27 -1.96
C -0.39 -2.12 3.76
C 0.84 -5.59 3.39
C 1.85 1.34 -4.34
H 2.40 -1.81 -0.97
H -2.19 -1.37 -3.99
H -0.82 3.40 -2.48
H 1.76 -5.84 2.86
H -1.38 -3.99 4.12
H 4.51 -0.74 -2.46
H 1.58 3.78 -0.43
H -3.12 2.11 -0.62
H -4.94 1.18 -1.93
H 1.35 5.95 0.67
H -0.77 6.58 1.78
H -2.09 -3.73 -1.16
H -1.10 2.54 4.90
H -0.34 -4.63 -2.69
H -0.10 -3.59 5.29
H -2.83 -1.95 0.45
H 2.78 0.60 -6.13
H 2.48 -4.42 1.71
H 2.55 -2.78 1.28
H -2.65 4.96 1.82
H -4.51 -0.58 -3.62
H -0.35 -0.45 -2.67
H -0.49 3.75 -4.89
H 0.02 -6.13 2.92
H 1.10 2.29 -6.11
H -2.17 3.88 4.43
H -2.41 2.77 0.82
H 4.37 -0.87 -4.93
H -2.62 2.79 5.76
H 1.95 -3.60 -2.63
H 0.96 -5.93 4.41